Formula: C2H2N2O4
Source: OMol25
Level of theory: ωB97M-V/def2-TZVPD

Calculated values
- Highest occupied orbital energy: -10.690 eV
- Maximum force: 4.13 eV/Å
- SMILES: O=c1nc(O)n(O)o1
- Lowest unoccupied orbital energy: -0.2 eV
- Multiplicity: 1
- Total charge: 0
- Kohn-Sham gap: 10.487 eV

Bonds (Å) are listed after each position.
Geometry (Å):
1 O -2.90 -0.01 -0.38  C2 1.225
2 C -1.77 -0.16 0.08  O1 1.225, N3 1.410, O8 1.347
3 N -0.93 -1.29 0.01  C2 1.410, C4 1.231
4 C 0.20 -0.80 -0.02  N3 1.231, O5 1.285, N6 1.488
5 O 1.26 -1.53 0.07  C4 1.285, H9 0.985
6 N 0.47 0.59 0.45  C4 1.488, O7 1.366, O8 1.544
7 O 1.15 1.31 -0.48  N6 1.366, H10 0.983
8 O -1.04 0.81 0.67  C2 1.347, N6 1.544
9 H 2.15 -1.17 -0.15  O5 0.985
10 H 1.40 2.24 -0.26  O7 0.983